No. 1
Below is CHO4S as an isolated structure, with properties calculated with ωB97M-V/def2-TZVPD.

The calculation puts the total energy at -737.8619 a.u. As for the highest occupied orbital energy: -4.1827 eV. The frontier orbital gap is 8.308 eV. As for the net charge: -1. The energy above the lowest of the compared OMol25 structures with the same formula, charge and spin is 1.769 eV. As for the spin multiplicity: 1.

The geometry in XYZ format:
```
7
CHO4S | OMol25 | ωB97M-V/def2-TZVPD
C 0.9002 -0.4790 0.3057
O -1.1326 -0.5712 0.6479
O 1.4231 -1.5303 0.5472
O -1.3358 1.7331 -0.2771
O 0.2630 -0.0255 -1.3189
S -1.2858 0.3104 -0.6346
H 1.1678 0.5626 0.7297
```

No. 2
Below is a single CH2F3N molecule, with properties calculated with ωB97M-V/def2-TZVPD.

The calculation puts the total energy at -393.4946 a.u. As for the highest occupied orbital energy: -11.9190 eV. The SMILES is FCN(F)F. The frontier orbital gap is 12.487 eV. The energy above the lowest of the compared OMol25 structures with the same formula, charge and spin is 4.960 eV. As for the spin multiplicity: 1.

The geometry in XYZ format:
```
7
CH2F3N | OMol25 | ωB97M-V/def2-TZVPD
C 0.2372 0.5556 -0.0203
N -0.5857 -0.4247 0.5712
F 1.0049 0.1081 -1.1232
F 0.2807 -1.6158 0.6223
F -1.6457 -0.8903 -0.2946
H 1.1112 0.8138 0.6283
H -0.4026 1.4532 -0.3836
```

No. 3
Below is C19H39O3P3PtS as an isolated structure, with properties calculated with ωB97M-V/def2-TZVPD.

The calculation puts the total energy at -2512.9217 a.u. As for the highest occupied orbital energy (spin up / spin down): -17.7106 / -20.7663 eV. The expectation value of S² is 6.04. The frontier orbital gap (spin up / spin down) is 5.201 / 4.552 eV. As for the net charge: +4. The energy above the lowest of the compared OMol25 structures with the same formula, charge and spin is 0.047 eV. As for the spin multiplicity: 5.

The geometry in XYZ format:
```
66
C19H39O3P3PtS | OMol25 | ωB97M-V/def2-TZVPD
P -2.4228 1.6388 0.9996
C -2.1301 2.4042 2.5809
H -2.9939 3.0375 2.8261
H -1.2228 3.0185 2.5324
H -2.0041 1.6345 3.3510
C -2.0282 2.8049 -0.2833
H -2.3674 2.4698 -1.2683
H -0.9438 2.9674 -0.2932
H -2.5379 3.7442 -0.0296
C -4.0641 0.9468 0.8946
H -4.7855 1.7711 0.9755
H -4.2170 0.2472 1.7285
H -4.2136 0.4157 -0.0539
P -0.5922 -3.0319 0.2017
C -0.1266 -3.1607 1.9415
H -0.1063 -4.2156 2.2483
H -0.8509 -2.6037 2.5425
H 0.8603 -2.7070 2.0700
C -2.2412 -3.7973 0.0993
H -2.6011 -3.8247 -0.9345
H -2.9420 -3.2093 0.7034
H -2.1876 -4.8196 0.4956
C 0.4992 -4.1827 -0.6914
H 0.2405 -5.2141 -0.4159
H 1.5380 -3.9773 -0.4066
H 0.3932 -4.0577 -1.7752
P 2.7526 0.3664 -1.2384
C 4.1962 0.5493 -0.2113
H 5.0294 0.8785 -0.8489
H 4.4499 -0.4163 0.2449
H 4.0386 1.2911 0.5848
C 3.1342 -0.6981 -2.6172
H 4.1249 -0.4058 -2.9924
H 2.4008 -0.6025 -3.4249
H 3.1731 -1.7425 -2.2798
C 2.1025 1.9493 -1.7313
H 2.8994 2.4875 -2.2621
H 1.7883 2.5236 -0.8515
H 1.2414 1.8285 -2.3974
Pt -0.6254 -0.7618 -0.9707
C -1.3121 0.0997 0.8066
O -1.0842 -0.3411 1.9286
C 1.3448 -0.4975 -0.2935
O 1.7439 -0.8589 0.8109
C -0.2049 -1.4387 -3.0085
C -0.2249 -0.0350 -3.2304
C -1.3620 0.6982 -2.9241
C -2.3935 0.0911 -2.1935
C -2.4416 -1.3200 -2.0713
C -1.4109 -2.0923 -2.6585
H 0.6837 -2.0172 -3.2475
H 0.6190 0.4331 -3.7343
H -1.4293 1.7522 -3.1991
H -3.2522 0.6642 -1.8542
H -3.2888 -1.7849 -1.5752
H -1.4710 -3.1738 -2.6884
C 1.7283 1.1489 3.5410
S 2.0511 2.1290 2.0707
C 2.2779 3.7425 2.8292
O 0.7658 2.2122 1.2960
H 1.0482 1.7065 4.1950
H 2.6908 0.9740 4.0347
H 1.2844 0.2044 3.2202
H 3.3015 3.7923 3.2132
H 2.1293 4.4986 2.0519
H 1.5490 3.8665 3.6380
```

No. 4
Below is a 13-piece molecular cluster, C5H33NO14 overall, with properties calculated with ωB97M-V/def2-TZVPD.

The calculation puts the total energy at -1318.4337 a.u. As for the highest occupied orbital energy: -10.2067 eV. The frontier orbital gap is 10.341 eV. The energy above the lowest of the compared OMol25 structures with the same formula, charge and spin is 2.398 eV. As for the spin multiplicity: 1.

The geometry in XYZ format:
```
53
C5H33NO14 | OMol25 | ωB97M-V/def2-TZVPD
C 2.6672 0.6563 0.6492
C 1.1347 0.4416 0.6388
N 0.5518 -0.1159 -0.4419
C 1.9804 -2.0447 -1.0610
C 1.3553 -0.7501 -1.5119
C 0.5206 -0.9263 -2.7509
O -0.3030 -0.1229 -3.1255
O 0.6064 1.0136 1.6282
H 3.2566 -0.2402 0.5213
H 3.0790 1.0793 1.5670
H 2.9257 1.3228 -0.1605
H -0.4656 -0.3538 -0.4529
H 2.4714 -2.0041 -0.0955
H 1.3216 -2.8740 -1.0447
H 2.8107 -2.2184 -1.7765
H 2.1152 -0.0456 -1.9757
H 0.5195 -1.9167 -3.2852
H 1.5473 4.2218 1.2302
H 1.1780 2.7037 1.1410
O 0.9450 3.5963 0.8199
H -0.8790 -1.0407 2.1600
H -1.3660 -0.8807 3.5400
O -0.7303 -1.4332 3.0322
H -2.1479 -2.0613 -1.4621
H -1.0507 -3.1912 -1.5340
O -1.1959 -2.2541 -1.6984
H -2.5495 0.6042 3.0518
H -2.6530 0.4690 4.5731
O -2.9204 0.0332 3.7515
H -0.8111 1.5991 2.1931
H -1.8550 2.8374 2.0217
O -1.6478 2.0257 2.4872
H 1.4321 1.2366 -4.4510
H 1.8033 2.0988 -3.1332
O 2.0128 1.3451 -3.7003
H 1.3982 0.1482 3.3135
H 0.9379 -1.1945 3.7582
O 1.7447 -0.6379 3.7579
H 0.5236 3.4120 -0.9258
H 0.1533 2.0979 -1.6045
O 0.7508 2.8529 -1.6971
H -3.4829 1.2572 -0.4222
H -3.3840 0.4212 -1.7565
O -3.1923 0.4219 -0.8105
H -3.6687 -2.6315 0.1816
H -3.7110 -1.2991 -0.5771
O -3.6571 -2.2644 -0.7105
H 3.1630 -2.7960 2.1990
H 1.7883 -2.0968 2.4471
O 2.3594 -2.4886 1.7694
H -1.8025 1.0399 -3.3784
H -2.8187 -0.0117 -3.4281
O -2.7615 0.9588 -3.4607
```

Question: energy above the lowest of the compared OMol25 structures with the same formula, charge and spin of number 4 (C5H33NO14)?
Answer: 2.398 eV